85
Properties=species:S:1:pos:R:3:forces:R:3:mulliken_charge:R:1 method="wB97M-V/def2-TZVPD" gap_ha=0.113 total_charge=-1
C 8.95016 -16.31652 1.13773 -0.81 -0.68 0.14 -0.9205
N 0.56761 -15.72434 3.74157 -0.62 -0.36 -1.71 0.1318
H 5.58337 -15.85625 -8.96416 0.11 -0.21 0.02 0.4386
C -0.80929 -16.08317 3.37086 0.25 0.53 -0.38 -0.8890
H 5.49618 -17.66958 -8.72837 0.00 0.34 0.41 0.3940
H 7.46041 -18.34086 -11.01084 -0.06 -0.05 0.26 0.3784
H 7.37379 -18.72598 1.47640 0.10 -0.25 -0.49 0.3301
C 4.64241 -9.95000 1.02475 -0.34 -1.84 0.44 -0.8278
C 2.14734 -12.79324 -5.97814 0.09 1.02 0.29 -0.7087
H 6.99247 -17.42029 2.45379 -0.68 0.38 0.11 0.2948
H 9.66177 -17.14202 1.12163 0.33 0.18 -0.18 0.3148
H 9.03493 -16.03562 -10.40669 -0.06 0.35 0.36 0.3852
H 2.32734 -17.00795 -3.16291 0.30 0.51 -0.56 0.3484
O 7.61874 -15.43999 -1.22850 -1.30 -2.58 1.29 -0.7093
H 4.08069 -9.05239 1.28334 -0.31 -0.07 -0.66 0.2734
C 6.90919 -17.74183 1.41563 1.04 -0.51 0.59 -0.8577
H 3.15758 -12.74706 -6.38481 0.14 -0.39 -0.10 0.1998
H 4.69494 -11.65385 -0.88911 0.26 -0.34 0.08 0.2523
H -1.31177 -15.14921 3.11919 -0.41 0.08 0.45 0.3349
C -1.77282 -19.90035 -2.89962 1.09 1.17 -0.71 -0.3526
H 7.79192 -17.17129 -5.79188 0.93 1.65 -0.28 0.5262
C 7.11213 -16.37106 -0.53306 1.47 3.36 -1.10 0.3856
H 8.77146 -16.09615 2.19016 0.06 0.22 0.10 0.2987
N 2.28668 -17.68133 -2.41125 0.11 0.25 -0.08 -0.3119
N 7.41803 -16.97268 -9.32639 1.34 1.65 -1.13 0.0468
H 8.20871 -15.67640 -7.80204 0.04 -0.04 -0.26 0.3320
C 1.60142 -15.99721 2.92129 -0.87 -0.45 -1.78 0.2453
C 7.89942 -18.29057 -10.01444 -1.16 0.49 1.72 -0.8632
H -0.04811 -14.39738 5.26334 0.31 0.50 -0.44 0.3125
H -1.31010 -16.63188 4.16848 0.02 0.18 0.09 0.3061
H 3.05098 -11.49341 2.75295 -0.07 -0.75 0.21 0.3220
O 7.04198 -18.58808 -6.74190 -0.76 -1.64 -1.33 -0.4901
H 9.05491 -17.24464 -7.93288 0.01 0.06 -0.47 0.3242
H 5.88869 -17.88735 1.06137 0.14 0.32 0.13 0.2621
N 3.77380 -11.17119 0.84139 -0.61 1.67 1.01 0.1506
H 9.31951 -15.42328 0.63393 -0.25 -0.32 -0.22 0.2965
C 3.93967 -12.01904 -0.17608 -1.72 -1.85 -1.67 0.1980
H 7.44725 -22.54295 -3.67424 -0.32 0.30 -0.49 0.2409
H -2.84181 -19.69092 -2.86087 -0.80 0.15 0.00 0.2076
H 1.47705 -18.24293 -2.63304 -1.30 -0.79 -0.02 0.2208
C 0.77595 -15.04369 4.96115 0.13 -1.34 1.51 -0.9242
O -1.07926 -18.97322 -3.65156 0.12 -0.41 0.79 -0.8247
H 0.76786 -15.85218 5.69216 0.02 0.17 0.85 0.3807
C -1.28487 -19.99575 -1.47303 0.53 -0.54 0.65 -0.9082
H 5.65402 -21.83425 -1.24585 -0.14 -0.94 0.32 0.2633
O 5.50375 -20.52098 -2.76161 1.24 -1.21 0.20 -0.8505
H 2.12957 -10.38326 1.94701 -0.38 0.09 -0.78 0.3063
H 2.18590 -17.19551 -1.53151 -0.34 0.13 0.35 0.3274
H -0.90231 -16.64945 2.44416 0.72 -0.23 0.22 0.2874
H 8.98464 -18.38370 -10.05602 -0.11 0.55 0.10 0.3486
H 5.80771 -23.30075 -3.48560 0.10 -0.09 -0.11 0.2820
H 7.20668 -21.30702 -1.77164 0.65 0.79 0.49 0.1605
H -1.77277 -20.77037 -0.88140 -0.77 0.01 0.23 0.4209
H 2.54825 -15.57359 3.29045 0.15 -0.19 -0.08 0.2259
H -1.32212 -19.03337 -0.96260 0.01 0.07 0.07 0.1245
H 1.78895 -14.64454 5.01214 -0.31 0.56 -0.09 0.2398
N 7.67803 -16.81798 0.59904 -0.38 -0.11 -0.06 0.1062
H 7.15934 -23.46662 -2.29080 -0.24 -0.59 0.16 0.3271
C 6.22062 -21.58578 -2.14325 -1.07 2.00 -1.19 -0.3813
O 1.47116 -16.58049 1.84280 0.67 0.53 1.26 -0.6596
C 7.28433 -17.24156 -6.75392 0.07 1.05 0.97 -0.8269
H 6.10356 -16.78440 -0.68846 0.30 -0.04 -0.40 0.1926
H 7.50379 -16.15231 -11.22941 0.11 0.14 -0.17 0.4397
O 2.01899 -15.17402 -5.98856 3.35 -2.24 1.81 -0.7040
H 3.10969 -18.26529 -2.36949 0.57 -0.45 -0.25 0.3225
H 7.52480 -19.03830 -9.31540 -0.04 -0.40 -0.43 0.3951
C 8.08381 -16.74974 -7.94498 -0.30 -0.53 0.46 -0.3871
O 0.34439 -14.15947 -6.76695 -2.19 1.92 -0.81 -0.7103
C 2.62363 -11.33717 1.76247 1.42 0.53 0.48 -0.9304
H -0.27011 -20.39346 -1.45985 0.52 0.45 -0.21 0.2266
H 2.25336 -12.55338 -4.92016 -0.02 -0.29 0.25 0.1339
C 7.96485 -15.86886 -10.28327 -0.65 -1.50 -0.64 -0.9863
H 5.55589 -17.05747 -10.33188 0.07 0.45 -0.07 0.3824
H 6.39385 -16.62240 -6.64529 -0.43 -0.03 -0.17 0.4293
H -1.68041 -20.91348 -3.29094 -0.07 -0.78 -0.42 0.1867
C 5.88975 -16.84096 -9.31710 0.79 -1.25 -0.11 -0.9759
C 1.44278 -14.12649 -6.22197 -0.74 0.11 -1.26 0.5100
H 5.31015 -9.85928 0.16802 -0.33 0.27 -0.06 0.2569
H 7.66726 -14.83060 -10.13649 0.07 -0.28 0.93 0.3762
H 5.27897 -10.10904 1.89515 0.16 -0.17 0.10 0.3337
C 6.64258 -22.80720 -2.98810 -0.25 0.26 0.55 -0.9990
O 3.23565 -13.02778 -0.42119 1.69 2.16 0.93 -0.6465
H 1.61438 -11.94289 -6.40353 -0.28 -0.13 -0.16 0.2894
H 6.68595 -18.74428 -5.86414 -0.31 -0.91 0.24 0.3088
H 1.95856 -12.14337 1.45294 0.24 0.23 -0.07 0.3092

=====

96
Properties=species:S:1:pos:R:3:forces:R:3:mulliken_charge:R:1 method="wB97M-V/def2-TZVPD" de_lowest_kcal_mol=59.4 gap_ha=0.258 total_charge=+1
C 0.10096 6.23555 6.78854 -0.05 0.06 0.05 -1.1113
N -2.37696 -2.86956 -3.61609 -1.44 3.40 2.53 0.6275
H -4.40210 3.47195 5.11356 0.04 -0.06 -0.03 0.3996
B -3.93679 -4.85127 -3.08777 -0.11 -0.76 0.66 0.6954
C -4.23776 3.48816 4.03562 -0.02 0.10 -0.09 -1.0096
O 0.58664 -0.43218 -6.33750 -2.07 0.19 0.56 -0.6262
N -0.72939 -1.83638 -2.09630 -1.63 -0.51 -1.16 -0.2641
H -2.99391 -6.35849 -3.82552 -0.32 -0.47 -0.14 0.2976
H 1.98207 6.27749 4.64622 -0.03 -0.05 0.02 0.3460
H 3.16156 -2.75153 3.04963 0.03 -0.01 -0.09 0.3084
N -2.94877 -2.13868 -1.38644 0.62 -0.91 -0.04 -0.0561
C 5.26184 -1.97052 1.35715 0.09 -0.11 -0.03 -1.0454
H -0.27073 6.67627 5.86227 0.04 -0.05 -0.01 0.3675
C -1.18369 -2.91305 -5.78932 0.87 -0.10 -0.35 -0.4356
H -2.63832 -2.40902 -0.45500 -0.13 1.06 -0.11 0.2906
H -1.30277 -2.56888 -6.85460 -0.11 -0.16 1.03 0.3677
H 0.49426 -0.01942 -7.21330 0.50 0.01 0.18 0.2694
H 3.25435 -0.50540 7.74615 0.00 0.05 -0.08 0.3470
O -1.58614 -4.30263 -5.70116 -0.73 0.94 0.54 -0.1566
H 0.64347 6.98179 7.36995 0.05 -0.08 -0.01 0.3970
H 0.60650 0.10468 -1.77585 0.31 -0.21 -0.97 0.0930
O -1.35301 1.01259 -6.19539 1.21 -1.47 1.38 -0.6287
H 5.85782 -2.00360 0.44554 -0.10 0.01 -0.01 0.3349
C 2.24538 -0.19453 7.47260 0.02 -0.10 0.04 -1.0245
H -2.05816 2.64324 0.18730 -0.03 -0.07 -0.10 0.0967
C 3.62418 -3.47064 -2.88865 0.15 -0.04 -1.27 -0.6755
H -4.05007 -3.43645 -4.78983 0.43 0.23 1.01 0.2658
H 2.82444 6.59733 6.19224 -0.05 -0.06 0.05 0.3580
H 4.33979 1.59622 6.91208 -0.04 -0.11 -0.12 0.4582
H 1.80422 0.40165 8.27231 0.00 0.05 -0.07 0.3575
H -4.54452 -2.63386 -3.26935 0.74 -0.39 -0.31 0.3754
H -1.52279 4.23986 4.17616 -0.08 -0.04 -0.06 0.3181
C -1.98737 -2.00342 -4.76715 1.22 0.13 -1.72 -0.4221
H -5.14320 3.15825 3.52748 0.08 -0.06 0.01 0.3343
S -3.07694 1.76896 -1.79278 0.10 0.30 0.27 0.6584
H 2.24162 -3.05342 -4.55941 0.63 0.68 0.24 -0.3629
C -2.05916 -2.27482 -2.37460 1.24 -0.60 -0.74 -0.3341
H 3.54515 -2.96238 -1.89954 0.04 -0.52 -0.90 -0.0250
H -0.73899 5.86102 7.37311 0.08 -0.07 -0.02 0.3284
H 3.99158 -0.61338 -3.68880 -1.09 -0.10 0.05 0.3895
O 1.79530 4.39077 7.68542 -0.22 0.28 -0.17 -0.7050
H 5.58473 -1.12856 1.97056 -0.09 0.01 -0.02 0.3682
C -0.05314 -1.27404 -3.32460 0.39 -0.16 -0.28 1.2590
H -1.77200 0.01082 -3.77118 0.12 -0.58 -0.39 -0.7314
H 3.60645 2.75634 5.77903 -0.07 -0.09 -0.03 0.0924
C 3.16750 -2.57545 -4.13982 -0.21 -0.28 0.62 0.0691
H -0.07824 -2.91232 -5.59558 -1.04 0.21 0.02 0.1631
H -0.44526 -5.86012 -5.41992 -0.67 0.29 0.17 0.2961
O -2.77397 1.93103 -3.25317 0.02 -0.08 -0.04 -0.7000
H 1.02791 0.73907 -3.39885 0.05 -0.86 -0.01 0.3274
H -0.67500 2.68795 4.37607 -0.08 -0.04 0.00 0.3009
S 1.18701 4.84999 6.40234 0.06 0.12 0.09 0.7252
H -3.88699 -1.78181 -1.51887 0.00 -0.85 -0.13 0.1991
H 3.29302 -0.96950 3.15174 -0.11 -0.12 -0.12 0.4048
C 2.89013 -1.80591 2.57791 0.12 -0.04 -0.12 -0.9332
H 5.38440 -2.90552 1.90542 -0.08 0.01 -0.02 0.3136
H 3.00772 -4.40943 -2.89965 0.51 0.87 0.30 0.2477
O -0.39686 -5.02908 -5.91583 1.31 -0.24 -0.64 -0.4177
H -0.85576 2.12118 -1.01906 -0.09 -0.05 -0.06 0.0850
C -1.80253 2.64223 -0.87457 0.08 0.00 0.01 -0.4128
H 2.92641 2.57279 7.41031 -0.05 0.00 -0.10 0.4101
H -5.31880 2.56487 -1.89649 0.08 -0.04 -0.02 0.3643
C -4.41594 2.90277 -1.38831 -0.12 0.02 -0.09 -1.0604
H -1.80040 1.42027 -5.43089 -0.35 0.05 -0.49 0.3583
O -4.09448 -4.96520 -1.67279 0.67 -0.08 -1.56 -0.5308
H -3.98433 4.49729 3.70769 0.06 -0.05 -0.02 0.3129
H 4.67160 -3.80728 -3.11914 -0.86 0.37 0.65 0.3196
H 1.80446 -1.72206 2.53375 0.05 0.04 -0.08 0.3159
C 0.96891 -0.20169 -2.79745 -0.26 -0.44 1.21 -1.1209
C -1.61631 3.21355 4.53469 0.10 0.04 -0.07 -0.9717
H -0.15290 -2.56439 -1.66679 -0.07 0.29 0.15 0.3813
H -1.85851 3.20560 5.59814 -0.03 -0.07 -0.04 0.4331
S -2.90329 2.35228 3.61426 -0.01 0.04 0.15 0.4080
C 3.40334 2.04950 6.58298 0.14 -0.20 0.12 -0.9121
H -3.22931 -4.90490 -1.24519 -0.35 -0.07 0.25 0.2996
O 3.05098 -0.01456 4.93859 -0.08 0.16 0.34 -0.7264
B -0.58257 -0.05821 -5.65128 0.11 1.52 -0.99 1.3347
H 3.95008 -2.69115 -4.93925 -0.81 0.46 0.65 0.5369
O -2.60440 2.53238 2.15911 -0.12 0.10 0.20 -0.6462
H 1.62938 -1.07600 7.29669 0.01 0.07 -0.08 0.3222
H -4.16426 3.90877 -1.72562 0.08 -0.07 -0.03 0.3580
O -3.89509 -6.01223 -3.90294 0.36 2.07 1.05 -0.5142
H 0.51208 -2.13902 -3.76486 -0.31 1.15 0.00 -0.6182
H -4.58192 2.89602 -0.31017 0.12 -0.07 -0.01 0.3090
H -2.86066 -1.59761 -5.34296 0.23 -0.65 1.06 0.3300
O 3.08673 -2.99763 0.19932 0.02 0.11 0.26 -0.6901
C -1.14384 -0.74090 -4.30643 0.87 -1.45 0.30 0.5112
H 3.23718 5.15954 5.22826 -0.08 -0.03 0.04 0.2877
C 2.42946 5.82436 5.53188 0.07 0.07 0.02 -0.9899
C 2.95374 -1.03808 -3.79156 0.82 -0.93 -0.69 -0.3698
C -3.79101 -3.34089 -3.69796 -1.14 -1.00 -1.41 -0.8614
H -1.71329 3.66483 -1.24394 -0.09 -0.06 -0.11 0.3792
O 2.23135 -0.82034 -2.56558 -0.35 0.46 -0.71 -0.2646
H 2.40078 -0.51830 -4.61129 0.70 -0.42 0.40 0.1809
S 2.29314 0.77699 5.95635 0.19 0.16 0.12 0.6073
S 3.53293 -1.75046 0.89788 -0.09 0.00 0.20 0.6608

=====

105
Properties=species:S:1:pos:R:3:forces:R:3:mulliken_charge:R:1 method="wB97M-V/def2-TZVPD" gap_ha=0.267 total_charge=-1
H -1.42088 6.18081 -3.05359 0.03 0.04 0.03 0.2802
O 5.65436 4.50875 0.47476 -0.11 0.04 0.00 -0.5505
O 0.39728 0.54348 1.23391 -0.05 0.04 0.13 0.2101
S 1.78461 -0.16062 0.91237 -0.04 0.18 -0.43 1.1109
H 7.44430 4.81187 -1.69112 -0.01 0.00 -0.01 0.3099
S -3.18635 -1.15370 0.11644 -0.04 0.02 -0.17 1.1785
H 5.48913 0.37061 1.55499 0.03 -0.05 -0.02 0.4539
O -8.82584 1.06960 -0.67558 -0.05 -0.08 -0.01 -0.5555
O 4.25831 -5.65113 3.47078 0.17 0.03 0.09 -0.2171
H -0.92004 4.49813 -2.90655 0.03 -0.02 0.06 0.3085
H 3.43756 -4.50555 4.89160 0.03 0.03 -0.03 0.2667
H 2.94396 -3.14202 -0.10955 0.09 -0.18 -0.06 0.2950
H 4.12306 -7.39463 5.66476 -0.02 -0.01 -0.02 0.2992
H -0.97274 -0.53496 -0.14848 -0.07 -0.02 0.05 -0.3256
H 5.13966 1.18132 0.02674 -0.02 -0.07 0.00 0.2051
C -11.88342 1.05270 -1.59553 0.12 -0.02 0.08 -0.9506
C -2.79880 4.96118 -1.92618 0.06 0.00 0.14 -0.9289
O 7.74061 4.37128 1.77863 0.02 0.03 0.13 -0.6693
O 0.63113 3.61199 -1.11056 -0.06 -0.26 -0.07 -0.6643
C -11.50517 2.51553 -1.68776 -0.19 0.02 -0.21 -0.3828
H -6.52082 -0.02031 -0.48418 -0.05 0.02 -0.05 0.2443
H -8.32843 4.49902 -0.14762 0.00 0.01 0.00 0.3307
H 8.93896 4.84746 -0.69995 0.01 -0.01 0.00 0.3179
H 7.57489 1.78109 1.79441 0.00 0.10 -0.02 0.3597
C 2.47179 -2.93770 -4.90299 0.27 0.40 0.08 -1.1629
H -2.79588 4.07942 -1.28830 0.01 -0.02 -0.01 0.2495
H 5.13503 -5.99332 6.00292 0.00 0.03 0.02 0.2612
C 7.07906 1.60684 0.83894 0.04 -0.25 0.19 -0.5988
O -4.22076 -1.28686 -1.07998 -0.07 0.12 -0.06 -0.2474
O 1.58350 -1.34406 -3.39092 0.08 -0.25 0.32 -0.5577
O -3.03859 -2.43435 0.73645 0.01 -0.07 0.16 -0.6876
S 0.00147 4.62604 -0.32292 0.24 0.19 0.08 1.3724
H 1.99309 5.86413 -0.22562 0.01 -0.01 -0.01 0.3267
O 2.85431 -7.40564 2.49398 -0.14 -0.11 -0.04 -0.6534
H -1.52399 -1.59772 -1.47703 -0.02 -0.02 0.00 0.2193
H -5.34249 -2.84913 -0.30284 0.09 0.04 0.04 0.3463
O -0.53759 5.75423 -1.30143 -0.14 0.08 0.05 -0.3512
H 5.02392 -7.28662 0.51571 -0.01 -0.02 0.00 0.4192
C 7.88099 5.08848 -0.73593 0.02 0.05 -0.02 -0.9639
H 2.83802 -0.09118 -1.12782 0.01 -0.07 0.02 0.1594
H -7.40724 -1.43811 0.08181 -0.02 -0.01 -0.06 0.4070
O 5.11597 -7.95555 3.28668 0.08 -0.08 0.00 -0.6306
O -8.65858 2.84474 -2.37989 0.05 0.01 -0.13 -0.6753
H 1.42953 0.51023 3.83736 -0.01 -0.02 0.00 0.3044
H -6.02782 -0.82513 1.00456 -0.01 -0.02 0.01 0.3262
C -1.78061 -0.75229 -0.84196 0.14 -0.08 -0.16 -0.1580
H -12.34781 3.15257 -1.42906 0.02 0.03 0.05 0.2668
H -1.26426 0.63415 2.37303 0.01 0.02 -0.14 0.2355
H -2.00395 0.13012 -1.43584 -0.03 0.02 0.01 0.4253
H 7.71868 6.14475 -0.53455 0.00 0.01 0.01 0.3641
H -0.32251 -0.83210 2.62330 0.10 -0.02 -0.09 0.3980
O -3.54994 -0.03079 0.93194 0.05 0.07 0.10 -0.6438
H -0.16202 0.74887 4.57089 -0.04 0.01 -0.01 0.4328
Br -0.17100 -3.38013 -3.83971 -0.37 -0.22 -0.03 -0.2555
O -10.47940 2.90187 -0.74101 -0.06 -0.06 0.13 -0.2825
C -0.25391 0.24985 2.49487 -0.13 -0.06 0.30 -0.3511
H 5.08504 2.08455 1.53883 0.01 0.00 0.02 0.3301
H 1.81820 1.35741 -0.86196 -0.03 0.01 0.05 0.2458
C -5.50454 -1.89055 -0.79797 -0.20 -0.19 0.02 -0.4839
S 7.05021 4.20046 0.53527 0.10 -0.01 -0.07 1.1857
O 5.79960 -3.94432 -1.42244 0.07 -0.06 0.19 -0.6761
C -6.41871 -0.98691 0.00115 0.20 0.00 0.10 -0.9278
C -8.18205 3.45856 0.12604 0.04 0.04 0.01 -0.9640
H 2.45214 -6.01660 -3.46952 -0.07 0.12 0.00 -0.3438
H -5.91772 -2.09052 -1.78415 0.04 0.04 -0.04 0.2874
H 3.25020 -2.17650 -5.01237 0.04 -0.18 -0.21 0.3380
H 4.24332 -5.68978 0.73026 0.02 0.02 0.02 0.0899
H 4.80356 -5.13027 -4.95053 0.02 0.14 0.04 -0.3550
C 0.43214 0.91325 3.67133 0.12 -0.01 -0.07 -1.3153
H -3.41768 4.75314 -2.79934 0.00 0.03 -0.03 0.3920
H 3.65135 -1.74377 -2.56230 0.00 0.16 0.18 0.1943
C 1.87736 0.27456 -0.77191 0.02 0.22 -0.17 -0.4656
H -12.72949 0.85999 -2.25552 -0.03 0.03 0.00 0.3807
C 3.48511 -5.57228 4.68305 -0.23 0.09 0.13 -0.3822
H 5.88242 -5.98726 1.38534 0.01 0.02 0.00 0.3464
In 3.51707 -4.69850 -3.85639 0.03 -0.31 0.00 0.9040
P 4.39517 -3.58142 -1.71581 0.45 -0.04 -0.48 0.3981
C 1.49899 -2.36052 -4.03024 0.10 0.55 -0.31 0.4885
C 5.61123 1.29883 1.00122 0.03 0.22 -0.11 -0.7932
H -3.24322 5.78240 -1.36398 -0.02 0.02 -0.03 0.2596
C 1.22892 5.58140 0.49193 0.02 0.04 0.02 -1.0325
O 4.22791 -1.94551 -1.80637 -0.25 0.06 -0.24 -0.4706
H -8.58806 3.24390 1.11020 0.00 -0.02 0.01 0.3280
O -1.02149 4.27328 0.61073 -0.06 -0.09 0.04 -0.6291
O 7.33195 2.75944 -0.02369 -0.10 -0.08 -0.09 -0.2375
H 1.65191 4.94141 1.26330 0.01 -0.02 -0.01 0.3698
S 4.22314 -7.02147 2.66360 0.04 0.12 0.03 1.1654
H 2.47143 -5.91850 4.47624 0.03 -0.05 -0.04 0.3494
O 1.62272 -1.58168 1.03663 0.07 -0.12 0.20 -0.7832
H 1.07389 -0.20925 -1.31806 0.04 -0.05 -0.03 0.1795
S -8.99348 2.43861 -1.04973 0.00 0.08 0.06 1.2417
H 2.10896 -3.27706 -5.86786 -0.16 -0.29 0.19 0.4748
H -7.12765 3.19241 0.08631 0.01 -0.01 -0.01 0.3772
H 3.52977 -6.12774 6.74833 -0.01 0.04 0.00 0.3816
H 0.52657 1.98536 3.49931 -0.04 0.02 0.02 0.2559
H -11.06059 0.40569 -1.89241 0.01 0.01 -0.02 0.2881
H -12.16454 0.79299 -0.57543 -0.04 0.00 0.00 0.2591
C 4.91230 -6.42575 1.17131 -0.04 0.01 -0.12 -0.6996
H 0.75455 6.45229 0.93518 -0.01 0.00 0.02 0.3575
C 4.10800 -6.32144 5.84366 0.08 -0.06 -0.09 -0.9900
H 7.59517 0.79588 0.33163 0.02 0.04 -0.07 0.2928
H -11.17359 2.78622 -2.69083 0.07 -0.01 0.02 0.3392
O 3.46506 -3.89735 -0.43237 -0.44 0.18 0.43 -0.3079
O 2.82677 0.50057 1.63586 0.05 -0.11 0.27 -0.5321
C -1.40160 5.32484 -2.38295 -0.08 -0.07 -0.26 -0.3314